{"formula": "C4H22N2O7", "method": "ωB97M-V with the def2-TZVPD basis set", "species": ["C", "C", "N", "C", "C", "N", "O", "H", "H", "H", "H", "H", "H", "H", "H", "H", "H", "H", "H", "O", "H", "H", "O", "H", "H", "O", "H", "H", "O", "H", "H", "O", "H", "H", "O"], "positions_angstrom": [[-2.17298, -2.38157, -0.36065], [-1.25198, -1.49586, 0.46311], [0.16305, -1.94366, 0.23482], [1.11297, -1.20148, 1.07657], [1.66161, 0.06399, 0.43303], [1.14644, 0.47373, -0.74775], [2.55041, 0.66272, 1.01053], [-1.69544, -3.29821, -0.70485], [-3.09461, -2.70761, 0.13724], [-2.59569, -1.80648, -1.18754], [-1.29379, -0.49496, 0.05404], [-1.35767, -1.40063, 1.54437], [0.21312, -2.92448, 0.46325], [0.59053, -0.89000, 1.99134], [1.94975, -1.83179, 1.36500], [0.51729, 0.00201, -1.37860], [1.68320, 1.22580, -1.15426], [2.10405, -2.21382, -2.10126], [0.71218, -2.56977, -1.83398], [1.28089, -2.35119, -2.59227], [-1.15158, 2.96360, -1.77542], [-0.37076, 1.84765, -2.32831], [-1.23408, 2.00761, -1.92956], [0.63062, 1.95694, 1.69081], [-0.16508, 3.03946, 2.50114], [0.02572, 2.10152, 2.42287], [-2.87246, 1.67947, 0.13205], [-2.23942, 1.75668, 1.52049], [-2.79386, 2.25282, 0.90121], [1.75765, 0.63161, -3.43527], [2.85046, -0.28266, -2.91685], [2.66861, 0.36338, -3.61373], [-2.48761, 1.34232, 3.44706], [-1.08726, 0.71376, 3.31981], [-2.03661, 0.50455, 3.27446]], "homo_lumo_gap_ev": 9.90, "relative_energy_ev": 2.464, "mol_weight_g_mol": 210.23, "e_homo_ev": -9.8391}



{"formula": "C4H22N2O8", "method": "ωB97M-V with the def2-TZVPD basis set", "species": ["N", "C", "C", "C", "O", "C", "N", "O", "H", "H", "H", "H", "H", "H", "H", "H", "H", "H", "H", "H", "O", "H", "H", "O", "H", "H", "O", "H", "H", "O", "H", "H", "O", "H", "H", "O"], "positions_angstrom": [[-1.31439, 0.14563, -2.70364], [-0.16180, 0.00529, -1.85539], [-0.58567, -0.74129, -0.57545], [-0.85216, -2.27645, -0.82447], [0.30661, -2.88569, -0.18735], [0.59043, 1.26662, -1.27720], [1.67040, 1.71603, -2.01083], [0.19522, 1.75274, -0.23317], [1.01003, -2.99338, -0.82603], [-1.02363, 0.33740, -3.65216], [-2.02618, 0.79044, -2.38919], [0.56844, -0.67023, -2.32740], [-1.56477, -0.25621, -0.37882], [-0.10429, -0.50087, 0.36906], [-1.70332, -2.87024, -0.42208], [-0.94817, -2.35394, -1.91865], [2.20191, 0.90605, -2.29544], [2.16301, 2.46125, -1.54199], [1.20964, 0.73119, 2.76067], [0.20011, 1.77717, 2.00491], [0.54635, 1.42753, 2.83782], [2.91303, -0.56564, 0.37073], [4.25214, -0.10305, -0.26903], [3.34641, 0.18207, -0.10991], [-0.87708, -1.37609, 3.59531], [-0.08114, -0.32067, 2.89685], [-0.09669, -1.29141, 3.04834], [1.30324, -2.03761, 1.70291], [2.20257, -1.06973, 2.47324], [2.09850, -1.48611, 1.61995], [-3.37229, 2.39538, -0.82224], [-1.84778, 2.31359, -0.60450], [-2.52008, 2.51854, -1.26807], [-3.96981, -0.38668, 1.52979], [-2.47955, -0.68487, 1.77381], [-3.08659, 0.02742, 1.58227]], "homo_lumo_gap_ev": 9.37, "relative_energy_ev": 1.412, "mol_weight_g_mol": 226.23, "e_homo_ev": -9.0016}



{"formula": "C4H23B2O5", "method": "ωB97M-V with the def2-TZVPD basis set", "species": ["O", "H", "H", "H", "B", "H", "H", "H", "H", "B", "H", "H", "H", "H", "C", "C", "O", "O", "H", "H", "H", "H", "H", "H", "C", "C", "O", "O", "H", "H", "H", "H", "H", "H"], "positions_angstrom": [[0.91312, -0.60610, 0.81158], [0.74719, -0.92079, -0.08008], [1.02169, 0.34586, 0.75174], [0.12631, -0.88255, 1.28709], [-1.15401, 1.70636, 1.21933], [-0.74082, 2.69980, 1.13825], [-1.41436, 1.23955, 0.28202], [-0.45100, 1.05685, 1.71748], [-1.96936, 1.82520, 1.91598], [-0.81185, -1.41987, 1.86391], [-1.04924, -1.69369, 0.84758], [-1.43039, -1.71858, 2.69601], [0.11316, -1.96001, 1.99379], [-0.54309, -0.37755, 1.93847], [-1.39936, -2.11622, -2.10632], [-0.84587, -1.01647, -1.21212], [0.57702, -1.30678, -0.94113], [-0.99828, -1.88419, -3.47032], [-2.47610, -2.04711, -2.26109], [-1.08308, -3.00590, -1.56177], [-1.21220, -1.01194, -0.18554], [-0.80312, 0.02840, -1.51957], [1.06115, -1.56882, -1.72762], [-1.71656, -1.35049, -3.81796], [2.13822, 1.64835, 0.44214], [1.03596, 2.01468, -0.51607], [-0.09811, 1.22741, -0.59688], [2.70039, 0.37566, 0.17977], [1.88536, 1.61256, 1.50179], [2.84636, 2.47697, 0.43662], [1.44640, 1.92487, -1.52184], [0.70433, 3.02588, -0.28025], [-0.66062, 1.43933, 0.15164], [3.54078, 0.23936, 0.62334]], "homo_lumo_gap_ev": 7.29, "relative_energy_ev": 15.128, "mol_weight_g_mol": 172.85, "total_charge": -1, "e_homo_ev": -4.3063}



{"formula": "C4H23N2O5", "method": "ωB97M-V with the def2-TZVPD basis set", "species": ["C", "N", "C", "N", "C", "C", "H", "H", "H", "H", "H", "H", "H", "H", "H", "H", "H", "H", "H", "H", "H", "O", "H", "H", "O", "H", "H", "O", "H", "H", "O", "H", "H", "O"], "positions_angstrom": [[0.76414, -1.40041, -0.33554], [0.66789, -0.73023, -1.64132], [1.59232, -0.31660, 0.73200], [0.67504, 0.86859, 0.95237], [1.38103, 2.07352, 1.25265], [1.59344, -0.93590, 2.20213], [1.50483, -2.20975, -0.53227], [-0.32851, -1.56492, 0.13678], [0.17042, 0.23472, -1.59541], [1.38077, -0.62735, -2.29415], [2.53070, -0.15577, 0.21974], [-0.02192, 0.66520, 1.80767], [-0.02618, 0.88375, 0.15196], [0.99476, 2.71478, 2.04040], [1.40979, 2.70927, 0.34730], [2.43977, 1.92955, 1.61139], [0.93403, -0.28577, 2.89427], [2.59107, -0.92592, 2.69970], [1.13307, -1.89037, 2.12447], [-2.71718, 1.84827, 0.03543], [-2.52442, 2.69969, -1.25068], [-2.05524, 2.22206, -0.61239], [1.33056, 1.45678, -3.93401], [2.71313, 1.86746, -3.32631], [1.95825, 1.18709, -3.32034], [-2.77454, -1.92384, -3.12342], [-1.47431, -2.76549, -3.21082], [-1.93707, -2.11171, -2.67675], [-3.59101, -1.10460, 0.06632], [-2.22043, -0.73659, -0.42816], [-3.04349, -0.35527, 0.09560], [-1.17964, -1.62466, 3.31942], [-2.37908, -0.89304, 2.58600], [-1.49201, -0.80252, 3.00598]], "homo_lumo_gap_ev": 9.64, "relative_energy_ev": 3.693, "mol_weight_g_mol": 179.24, "total_charge": 1, "e_homo_ev": -12.0468}



{"formula": "C4H23N2O8", "method": "ωB97M-V with the def2-TZVPD basis set", "species": ["C", "C", "C", "N", "C", "N", "H", "H", "H", "H", "H", "H", "H", "H", "H", "O", "H", "H", "O", "H", "H", "O", "H", "H", "O", "H", "H", "O", "H", "H", "O", "H", "H", "O", "H", "H", "O"], "positions_angstrom": [[-3.93537, -0.10335, 0.66007], [-2.61641, -0.30063, 1.11878], [-1.68879, 0.36038, 1.87049], [-0.38411, -0.26785, 1.85146], [-0.56766, -1.31589, 1.02491], [-1.83375, -1.28573, 0.45682], [-4.63323, 0.28282, 1.38909], [-4.43022, -1.00503, 0.40260], [-3.94268, 0.37662, -0.30509], [-1.93227, 1.16303, 2.44546], [0.36779, -0.13861, 2.48034], [0.13160, -2.19633, 0.79635], [-2.27961, -1.79858, -0.36170], [1.44415, 1.15782, 4.05864], [2.08437, 0.84021, 2.59093], [1.30976, 1.00061, 3.12737], [0.31554, -3.93226, -1.72109], [-0.76700, -3.55197, -2.65223], [0.08899, -3.39249, -2.41799], [1.65663, 0.54626, -1.37268], [2.89084, 1.39023, -1.77999], [2.24236, 1.24803, -1.05829], [-1.18054, 2.70355, -1.56968], [-2.21627, 3.34554, -2.52657], [-2.06934, 2.56871, -1.87200], [1.10395, 4.28977, -0.86196], [1.15140, 2.82034, -0.31208], [0.57306, 3.56528, -0.55364], [4.09033, 0.46067, 1.50173], [2.92379, 0.87828, 0.53002], [3.24416, 0.17507, 1.16149], [2.09967, -2.49671, -1.06082], [2.49734, -1.96621, 0.33234], [1.82759, -2.46596, -0.14838], [0.46594, -1.21872, -1.71895], [1.09677, -1.08051, -3.13848], [0.87121, -0.65636, -2.36727]], "homo_lumo_gap_ev": [3.16, 7.45], "relative_energy_ev": 0.000, "spin_multiplicity": 2, "mol_weight_g_mol": 227.23, "e_homo_ev": [-2.9438, -7.2446], "s_squared": 0.755}



{"formula": "C4H23NO8", "method": "ωB97M-V with the def2-TZVPD basis set", "species": ["C", "C", "C", "N", "C", "O", "H", "H", "H", "H", "H", "H", "H", "H", "H", "H", "H", "O", "H", "H", "O", "H", "H", "O", "H", "H", "O", "H", "H", "O", "H", "H", "O", "H", "H", "O"], "positions_angstrom": [[-1.12100, -0.84879, -0.44637], [-1.08358, -1.71202, -1.85489], [0.23740, -0.82289, 0.25107], [0.46344, -1.92528, 1.03511], [1.66833, -1.89695, 1.98025], [1.05209, 0.06698, 0.01420], [-1.86000, -1.24911, 0.34036], [-1.37250, 0.09716, -0.64725], [-0.51726, -2.54897, -2.18681], [-2.10636, -1.90939, -1.95745], [-0.81579, -1.09396, -2.74151], [-0.18359, -2.60031, 1.17753], [2.27909, -0.98507, 1.75522], [2.37103, -2.79434, 1.77439], [1.59122, -1.84594, 3.10744], [-0.82664, 2.24012, -2.43028], [-0.32924, 0.91549, -2.85356], [-0.85318, 1.57223, -2.98941], [-1.09128, 4.23011, 0.77657], [-1.09557, 3.31483, 1.89046], [-1.69485, 3.86682, 1.42293], [0.57513, 1.76992, 0.72201], [1.37702, 2.59286, 1.72284], [0.65341, 2.69143, 1.08572], [2.66740, -1.09299, -3.33870], [2.36709, -2.10959, -2.25426], [2.02139, -1.79633, -3.06207], [4.40076, 0.78686, -1.56283], [3.01997, 0.01450, -0.97172], [3.97095, 0.07048, -1.25266], [-3.03809, 1.89060, 0.58857], [-2.78947, 2.36388, 1.93377], [-3.06837, 1.57080, 1.52377], [-3.13030, -1.85334, 2.42871], [-1.97985, -1.73971, 3.19131], [-2.20191, -2.19651, 2.34614]], "homo_lumo_gap_ev": [9.80, 4.28], "relative_energy_ev": 3.940, "spin_multiplicity": 2, "mol_weight_g_mol": 213.23, "total_charge": 1, "e_homo_ev": [-13.8558, -13.8559], "s_squared": 0.769}